# 1
{"formula": "C21H39ClN2O6S", "method": "ωB97M-V/def2-TZVPD", "species": ["C", "C", "Cl", "C", "C", "C", "S", "C", "O", "C", "C", "C", "O", "H", "H", "H", "H", "H", "H", "H", "H", "H", "C", "O", "C", "C", "N", "C", "C", "O", "C", "H", "H", "H", "H", "H", "H", "H", "H", "H", "H", "H", "H", "H", "H", "H", "C", "O", "C", "C", "N", "C", "C", "O", "C", "H", "H", "H", "H", "H", "H", "H", "H", "H", "H", "H", "H", "H", "H", "H"], "coordinates": [[-3.0011, 2.6479, 5.6792], [-3.7134, 1.2917, 5.4611], [-5.4742, 1.3539, 5.9313], [-3.4890, 0.6371, 4.0634], [-3.4079, 1.5899, 2.8817], [-2.4925, 1.4348, 1.9198], [-1.2607, 0.1080, 1.9215], [-2.4230, 2.3517, 0.6997], [-1.7249, 2.1038, -0.2290], [-3.2374, 3.6296, 0.6372], [-4.1370, 3.7950, 1.5957], [-4.3790, 2.7495, 2.6714], [-5.3770, 2.8714, 3.3037], [-3.5229, 3.1474, 6.5170], [-3.0579, 3.3428, 4.8308], [-1.9774, 2.4625, 6.0421], [-3.2743, 0.5942, 6.1931], [-2.6298, -0.0395, 4.1494], [-4.3691, -0.0132, 3.8790], [-1.9241, -0.9330, 1.3321], [-3.0895, 4.3677, -0.1537], [-4.7349, 4.7116, 1.5489], [-0.5985, -4.0254, 2.8139], [-0.2860, -3.4986, 1.5363], [0.8530, -2.6396, 1.5288], [2.0285, -3.2942, 0.8232], [2.5731, -4.3994, 1.6036], [3.5179, -5.2457, 0.8745], [3.0129, -5.9854, -0.3664], [2.0750, -7.0138, -0.0945], [0.7360, -6.5783, 0.0633], [-1.5802, -4.4944, 2.7489], [0.1227, -4.7905, 3.1171], [-0.6379, -3.2365, 3.5706], [1.1227, -2.3108, 2.5369], [0.5658, -1.7516, 0.9586], [2.8134, -2.5483, 0.6634], [1.6738, -3.6294, -0.1596], [1.8133, -4.9822, 1.9292], [3.8754, -5.9969, 1.5841], [4.3858, -4.6388, 0.5964], [3.8761, -6.4889, -0.8106], [2.6318, -5.3070, -1.1381], [0.5021, -5.7175, -0.5678], [0.5265, -6.3498, 1.1113], [0.0816, -7.4028, -0.2233], [3.5863, 4.1326, -5.4330], [3.6559, 3.0684, -4.5017], [3.4692, 3.4725, -3.1480], [2.1331, 2.9873, -2.6107], [1.0186, 3.6994, -3.2243], [-0.2943, 3.1029, -2.9647], [-0.5455, 1.6787, -3.4605], [-0.6013, 1.5492, -4.8742], [0.6564, 1.4396, -5.5160], [3.9358, 3.7561, -6.3942], [2.5577, 4.4843, -5.5609], [4.2256, 4.9672, -5.1322], [3.5807, 4.5540, -3.0262], [4.2639, 2.9922, -2.5696], [2.1025, 3.1419, -1.5274], [2.0776, 1.9079, -2.8005], [1.1582, 3.7345, -4.2254], [-1.0325, 3.7550, -3.4414], [-0.4892, 3.1423, -1.8921], [-1.5362, 1.3876, -3.1021], [0.1534, 0.9518, -3.0318], [1.3911, 0.9120, -4.9027], [1.0334, 2.4266, -5.7958], [0.5116, 0.8768, -6.4395]], "forces_ev_per_angstrom": [[-0.83, -0.09, 0.86], [0.61, -0.10, 0.02], [0.56, 0.00, -0.13], [-1.55, 0.33, 0.44], [0.51, 0.17, -0.03], [0.21, -0.40, -0.94], [-0.12, 0.04, -0.07], [-0.92, 1.22, 0.59], [1.17, -0.85, -1.17], [0.21, -1.05, 0.99], [0.31, 0.17, -0.20], [0.83, 0.52, -1.01], [-1.32, -0.23, 1.17], [0.31, -0.15, -0.37], [0.26, -0.37, 0.18], [-0.21, 0.18, -0.58], [-0.39, 0.24, -0.28], [-0.07, 0.53, -0.42], [0.42, 0.19, 0.10], [-0.03, 0.71, 0.22], [0.20, -0.53, 0.09], [-0.20, -0.61, 0.63], [-0.09, -0.07, -0.20], [0.01, 0.09, 0.36], [0.07, 0.12, -0.48], [-0.12, -0.22, 0.20], [0.01, 0.02, -0.15], [-0.14, -0.05, 0.20], [0.32, -0.14, -0.01], [-0.05, 0.24, -0.10], [0.05, -0.33, 0.08], [0.02, 0.03, -0.06], [0.02, 0.05, 0.16], [0.05, -0.02, 0.03], [-0.01, -0.16, 0.05], [0.07, 0.01, 0.00], [-0.01, -0.02, 0.00], [-0.03, 0.18, -0.08], [0.00, 0.04, 0.00], [0.05, -0.01, -0.08], [-0.05, 0.02, -0.07], [-0.02, -0.02, 0.03], [-0.14, 0.05, 0.09], [0.04, 0.07, 0.07], [-0.13, 0.18, -0.04], [0.07, -0.01, -0.04], [-0.01, -0.24, -0.04], [0.00, 0.36, -0.03], [0.03, -0.43, 0.25], [-0.06, 0.16, -0.28], [-0.01, -0.11, 0.01], [0.13, 0.21, -0.17], [-0.36, 0.08, 0.13], [0.20, -0.09, 0.14], [-0.29, 0.04, -0.21], [0.01, -0.05, 0.05], [0.03, 0.17, 0.00], [-0.05, 0.04, 0.00], [-0.11, 0.02, -0.13], [0.00, 0.04, 0.01], [-0.02, -0.01, -0.01], [0.14, -0.05, 0.13], [0.05, 0.00, 0.03], [-0.04, -0.07, 0.02], [0.05, -0.10, -0.02], [0.02, 0.02, -0.01], [0.14, 0.05, -0.08], [0.03, 0.09, 0.05], [0.22, -0.05, 0.05], [-0.05, -0.02, 0.05]], "e_tot_ev": -61027.910, "charge": 0, "lumo_ev": -1.34}

***

# 2
{"formula": "C3H5PS", "method": "ωB97M-V/def2-TZVPD", "species": ["C", "C", "C", "P", "S", "H", "H", "H", "H", "H"], "coordinates": [[-0.8181, -1.7625, 0.9591], [0.5446, 0.3035, -0.4481], [-0.6607, 0.9465, 0.2044], [0.3462, -1.5749, -0.4668], [-1.5489, -0.3223, 1.2506], [1.8443, -1.8377, -0.4530], [0.6403, 0.6378, -1.4815], [1.4619, 0.5568, 0.0840], [-0.4042, 1.7718, 0.8651], [-1.4053, 1.2809, -0.5137]], "forces_ev_per_angstrom": [[3.07, 0.20, -1.64], [0.30, -0.51, 0.39], [-0.34, -0.67, 0.13], [0.47, -0.64, -1.49], [-1.96, 1.82, 1.54], [-1.51, -0.03, 1.09], [0.06, -0.12, 0.00], [-0.10, 0.06, -0.02], [-0.04, -0.09, 0.05], [0.04, -0.02, -0.05]], "spin_multiplicity": 3, "e_tot_ev": -23311.043, "charge": 0, "e_above_lowest_ev": 1.581, "lumo_ev": [0.77, -1.90]}